Density functional theory data (ωB97M-V with the def2-TZVPD basis set) for 9 unconnected molecules or ions with the total composition C39H86F12N11O3P2 in a non-equilibrium geometry.

Geometry as XYZ:
```
153
Properties=species:S:1:pos:R:3:forces:R:3
C 4.403046 -1.532772 1.389312 0.087 0.460 1.047
N 4.254194 -1.850353 2.853861 0.897 0.792 0.061
C 2.743347 -2.123289 3.047463 1.643 0.413 0.801
C 5.103366 -3.076860 3.228814 -1.338 -0.101 0.959
C 4.799794 -0.657345 3.807940 -2.655 0.553 -0.448
C 4.175408 0.776680 3.499097 1.515 -1.061 -1.106
O 4.675585 1.249198 2.247221 -0.220 -0.351 0.339
H 5.401184 -1.107943 1.282843 -0.157 -0.179 -0.568
H 3.625447 -0.795617 1.189209 0.297 0.076 -0.392
H 4.202763 -2.454953 0.843815 0.296 0.110 -0.096
H 2.125529 -1.246522 2.853323 0.494 0.222 -0.033
H 2.709549 -2.359377 4.111056 -0.686 -0.636 -0.227
H 2.449669 -2.866244 2.305934 0.065 -0.324 0.554
H 6.181753 -3.069337 3.070314 -0.213 0.820 -0.674
H 4.660525 -3.967819 2.783636 0.028 0.157 -0.203
H 4.996504 -3.179796 4.308674 -0.118 -0.086 0.033
H 5.886404 -0.699076 3.883070 -0.179 -0.020 -0.426
H 4.330516 -0.885261 4.764992 0.401 -0.443 0.190
H 4.482833 1.469937 4.282027 -0.084 -0.354 0.342
H 3.087298 0.735335 3.450001 -0.092 -0.164 0.182
H 4.994822 2.148261 2.353895 0.045 0.154 -0.175
C -5.075682 3.591251 2.093907 0.414 0.541 0.201
N -3.928375 3.071486 3.021055 -1.908 0.980 -0.881
C -4.512030 1.812234 3.681590 2.085 0.251 -0.729
C -2.710981 2.791829 2.146331 -0.564 0.178 0.286
C -3.540508 4.141279 4.102770 -0.944 -0.325 0.087
C -4.755724 4.785580 4.841676 1.188 -0.528 -1.240
O -5.038806 5.964001 4.139931 -0.545 0.181 0.065
H -5.227566 2.999248 1.191378 0.642 -0.496 0.248
H -4.873026 4.611406 1.767870 0.136 -0.006 0.308
H -6.043114 3.562152 2.595246 0.350 0.120 0.399
H -3.612887 1.554295 4.241158 -0.763 -0.780 0.838
H -4.674952 1.041289 2.928468 -0.020 0.120 -0.120
H -5.449196 1.984062 4.211001 0.497 0.282 0.187
H -2.359001 3.716249 1.688441 -0.371 0.215 0.155
H -3.011929 2.126803 1.336846 0.151 -0.250 0.375
H -1.865482 2.424831 2.728175 -0.349 -0.378 0.099
H -3.001403 4.921546 3.565510 -0.065 -0.031 0.082
H -2.889039 3.673857 4.841156 0.085 -0.344 -0.344
H -4.517099 5.086369 5.861809 0.255 -0.752 0.167
H -5.598914 4.096375 4.795741 -0.133 -0.107 0.428
H -5.626681 6.396539 4.763553 -0.334 0.913 -0.449
C 0.063481 2.391882 -3.275752 1.325 0.810 1.792
N -0.433736 3.765615 -2.892453 -1.584 1.394 -1.858
C -1.458124 4.189211 -3.978058 0.203 -0.607 0.484
C -1.235851 3.766606 -1.571512 1.258 -0.591 -0.789
C 0.732758 4.805943 -2.791128 0.106 -1.048 -0.557
C 1.641369 5.014064 -4.038578 -0.233 0.133 0.642
O 0.944752 5.485108 -5.170877 -0.053 -0.420 0.295
H -0.689490 1.604503 -3.241453 -0.174 0.437 -0.005
H 0.779178 2.277397 -2.461643 0.202 -1.056 -0.013
H 0.650891 2.391886 -4.193931 -0.496 0.342 -0.110
H -1.513733 5.277754 -3.986379 -0.387 -0.302 -0.031
H -2.364486 3.647763 -3.707046 -0.304 0.644 0.231
H -1.259246 3.782549 -4.969617 0.869 0.386 0.144
H -2.024887 3.025310 -1.698054 0.076 0.107 0.169
H -1.647722 4.753747 -1.361729 0.145 -0.029 -0.330
H -0.542327 3.455276 -0.790363 -0.156 -0.002 0.040
H 1.304386 4.455652 -1.931685 0.315 0.045 -0.050
H 0.340273 5.796954 -2.563187 -0.622 -0.278 0.129
H 2.280414 4.182876 -4.336645 -0.436 -0.321 0.088
H 2.355731 5.740773 -3.651693 0.164 0.246 -0.079
H 0.782899 6.427370 -5.084014 0.076 0.221 -0.119
C -5.190907 -1.916292 -6.675716 0.190 -1.474 -1.337
C -5.762532 -0.874680 -5.813576 0.009 0.435 1.161
N -5.346732 -1.221413 -4.411968 2.103 1.133 2.512
C -5.680391 -2.327090 -3.654906 0.757 1.340 1.748
C -5.102634 -2.104595 -2.371085 -1.925 -2.985 -1.422
N -4.378681 -0.996093 -2.364525 0.451 0.781 -2.746
C -4.480182 -0.472815 -3.627109 -0.885 -0.484 -0.422
C -3.696679 -0.421314 -1.202673 -0.265 1.348 -0.183
H -5.418531 -1.808937 -7.736268 -0.027 0.387 0.056
H -5.621023 -2.885947 -6.424961 0.092 -0.107 0.098
H -4.108657 -1.993246 -6.571304 0.001 0.095 0.010
H -6.851322 -0.823607 -5.819560 0.054 -0.106 -0.014
H -5.387063 0.122660 -6.042563 0.055 -0.025 0.213
H -6.292786 -3.121418 -4.055421 -0.058 0.103 0.328
H -5.161602 -2.736939 -1.497545 -0.204 0.034 0.049
H -3.860896 0.327725 -4.003988 -0.420 0.170 0.113
H -4.451042 -0.382814 -0.416825 0.339 -0.152 0.210
H -3.446884 0.596467 -1.502382 -0.169 0.192 0.110
H -2.737292 -0.814972 -0.866955 -0.422 -0.867 -0.312
C 2.342123 -1.912827 -2.354292 -0.094 2.042 0.145
C 1.628263 -3.161746 -1.922683 -0.382 1.415 1.044
N 2.243103 -4.264441 -2.572364 1.645 -2.769 -2.524
C 1.961516 -4.844634 -3.838237 0.293 -0.464 0.687
C 2.881346 -5.853285 -4.061767 -0.297 0.978 0.430
N 3.791095 -5.804420 -3.027324 -0.327 0.872 0.557
C 3.409485 -4.811962 -2.197697 -0.157 -0.968 0.470
C 5.005671 -6.642075 -2.822923 0.214 0.205 0.362
H 2.377826 -1.761694 -3.433174 0.060 -0.442 -0.084
H 3.340925 -1.744779 -1.951479 0.279 -0.748 -0.075
H 1.857153 -1.006520 -1.991637 -0.531 -0.143 0.169
H 0.547098 -3.081195 -2.035298 0.067 -0.354 -0.908
H 1.654512 -3.304185 -0.842351 0.565 -0.075 0.098
H 1.178623 -4.456967 -4.473220 -0.087 -0.282 0.218
H 3.000862 -6.604311 -4.828626 -0.223 0.309 -0.156
H 3.930224 -4.586534 -1.278778 -0.066 0.057 -0.096
H 5.155905 -7.375127 -3.615484 -0.398 0.237 -0.032
H 4.959059 -7.156047 -1.862842 -0.338 -0.078 -0.140
H 5.890287 -6.007203 -2.773120 -0.149 0.139 -0.261
C -1.245027 -1.330783 4.928770 0.446 -0.403 1.465
C -0.681072 -2.700061 5.366596 -0.485 0.594 -2.524
N -0.819037 -3.605361 4.176917 0.138 -0.967 -1.241
C -0.378280 -4.934977 4.269284 -1.272 0.442 -2.000
C -0.718369 -5.525177 3.065656 0.487 0.919 0.037
N -1.264649 -4.535797 2.235481 -0.013 0.163 2.446
C -1.361075 -3.392638 2.913403 1.017 -0.793 2.324
C -1.619501 -4.710238 0.861822 -0.219 -0.130 -0.854
H -0.540194 -0.880283 4.229943 -0.227 -0.096 -0.293
H -1.142704 -0.747862 5.844097 -0.549 0.430 -0.102
H -2.264905 -1.346461 4.544442 0.043 -0.002 0.185
H -1.113475 -3.268421 6.190060 -0.121 0.657 0.124
H 0.377268 -2.473504 5.495709 0.087 -0.679 0.367
H 0.090821 -5.307017 5.168134 -0.162 -0.091 -0.158
H -0.578289 -6.498151 2.618339 0.067 -0.067 0.489
H -1.805013 -2.480213 2.543517 0.054 -0.034 0.036
H -2.014009 -3.768596 0.480020 0.372 0.027 -0.086
H -2.412345 -5.436576 0.683129 0.084 -0.154 0.465
H -0.695384 -5.048252 0.392950 -0.243 0.195 -0.593
C 6.438819 0.815640 -1.763623 0.165 -0.278 -0.808
C 5.660156 1.876350 -2.574578 -0.449 0.724 1.825
N 4.876746 2.804159 -1.671196 -0.247 -4.219 0.870
C 4.009535 2.398841 -0.648441 -0.996 0.896 0.483
C 3.435984 3.518941 -0.063360 1.533 -1.110 -1.115
N 3.989320 4.610111 -0.723601 -1.105 2.229 1.388
C 4.828629 4.141708 -1.714465 1.314 2.139 -1.699
C 4.057200 6.020754 -0.207569 0.346 -0.724 -1.342
H 7.462706 1.084497 -1.503861 -0.310 0.547 0.474
H 6.625229 -0.050798 -2.398165 -0.266 -0.131 -0.281
H 5.872708 0.436210 -0.912955 0.085 0.288 0.152
H 4.964853 1.362064 -3.238025 -0.099 0.175 -0.202
H 6.344222 2.505702 -3.143847 -0.158 -0.101 -0.067
H 3.732595 1.395634 -0.359846 0.456 -0.054 -0.354
H 2.813281 3.615756 0.813714 -0.009 -0.069 -0.194
H 5.323730 4.636785 -2.536772 -0.365 0.622 0.344
H 3.604085 6.214709 0.764627 0.121 -0.621 0.007
H 3.578114 6.693775 -0.918638 -0.313 -0.041 -0.113
H 5.098975 6.339111 -0.245729 0.143 -0.123 0.475
P -5.141710 -2.717468 2.090901 -4.272 -1.112 2.499
F -5.452986 -1.583244 3.198461 1.403 1.354 -0.071
F -6.083476 -1.842759 1.043179 0.637 -0.900 -0.014
F -3.862694 -1.903071 1.518975 0.707 -0.475 0.511
F -4.911248 -3.892769 0.966942 0.017 0.834 0.819
F -4.361922 -3.581093 3.270317 1.687 0.740 -1.598
F -6.475322 -3.435463 2.804283 0.485 -0.128 -2.433
P 0.032587 -0.038743 0.695030 -1.110 0.117 -0.556
F -0.776260 1.337339 0.322349 1.071 0.900 0.802
F 1.471398 0.597901 0.129768 -1.699 -1.106 1.058
F 0.340245 0.427767 2.253658 0.607 -0.481 -1.661
F 0.663269 -1.582884 0.843857 0.327 1.521 0.664
F -1.397819 -0.580765 1.218345 0.050 -0.650 0.693
F -0.438621 -0.496820 -0.779687 0.857 -0.452 -1.108
```
Forces are in eV/Å.

Computed properties:
HOMO-LUMO gap (spin up / spin down), eV: 2.9307 / 7.4682
Energy, hartree: -4245.6971
Spin multiplicity: 2
Net charge: +4
⟨S²⟩: 0.757
LUMO energy (spin up / spin down), eV: -7.86 / -7.87

Löwdin population analysis, charges in e, atoms 1 to 5: C 0.00; N -0.31; C 0.02; C 0.01; C -0.01